{
  "formula": "C7H16N2O",
  "method": "the ωB97M-V functional and the def2-TZVPD basis",
  "elements": ["C", "C", "C", "C", "C", "N", "C", "N", "H", "H", "H", "H", "H", "H", "H", "H", "H", "H", "H", "H", "H", "H", "C", "O", "H", "H"],
  "xyz": [[-1.0460, -1.9219, 0.3445], [-0.2945, -1.0612, -0.3430], [-0.1215, -1.2058, -1.8272], [-0.3618, 0.6563, 0.3189], [-1.6983, 1.1919, -0.1657], [-0.2567, 0.6477, 1.7082], [0.8330, 1.4006, -0.2851], [0.7261, 2.8202, 0.0548], [-1.1744, -1.8450, 1.4162], [-1.4757, -2.8036, -0.1182], [0.9300, -1.3292, -2.0955], [-0.6885, -2.0520, -2.2166], [-0.4448, -0.3148, -2.3690], [-1.7840, 1.0973, -1.2456], [-2.5225, 0.6522, 0.2971], [-1.7660, 2.2475, 0.0934], [0.5721, 0.1099, 2.0217], [-1.0925, 0.3195, 2.1760], [1.7559, 0.9405, 0.0904], [0.8148, 1.3164, -1.3721], [1.5308, 3.3253, -0.2962], [0.7063, 2.9146, 1.0655], [1.6017, -1.7443, 0.6497], [1.6735, -1.2819, 1.7977], [2.1395, -1.2585, -0.1847], [1.4435, -2.8218, 0.4848]],
  "lowdin_charge": [0.03, -0.31, -0.08, -0.49, -0.04, 0.08, -0.24, 0.01, 0.08, 0.08, 0.08, 0.08, 0.07, 0.08, 0.08, 0.08, 0.07, 0.09, 0.11, 0.11, 0.07, 0.07, -0.19, -0.08, 0.09, 0.10],
  "relative_energy_kcal_mol": 86.0,
  "e_lumo_ev": 0.2810
}


{
  "formula": "C9H15Br6Cl9",
  "method": "the ωB97M-V functional and the def2-TZVPD basis",
  "elements": ["Br", "C", "C", "Br", "H", "H", "H", "H", "Br", "C", "C", "Br", "H", "H", "H", "H", "Br", "C", "C", "Br", "H", "H", "H", "H", "C", "Cl", "Cl", "Cl", "H", "C", "Cl", "Cl", "Cl", "H", "C", "Cl", "Cl", "Cl", "H"],
  "xyz": [[5.6250, 1.0283, 3.0494], [4.4697, 0.9895, 1.4106], [5.4472, 0.6711, 0.2058], [4.4713, 0.4590, -1.5176], [3.9640, 1.9544, 1.3742], [3.7626, 0.1643, 1.4961], [6.0782, -0.2048, 0.3566], [6.0662, 1.5624, 0.1027], [-2.6369, 0.4413, 4.0424], [-2.6371, -1.5176, 3.8209], [-3.6123, -1.9870, 2.7369], [-3.1257, -3.7847, 2.1586], [-2.8703, -1.8335, 4.8378], [-1.5953, -1.7283, 3.5796], [-3.4307, -1.3739, 1.8541], [-4.6475, -1.7972, 3.0202], [-6.1519, -1.4541, -1.9627], [-4.2451, -1.1574, -2.2701], [-4.0491, -0.8731, -3.7558], [-2.0549, -0.6838, -4.0780], [-3.6703, -2.0334, -1.9693], [-3.8886, -0.3677, -1.6087], [-4.5247, 0.0293, -4.1399], [-4.4448, -1.6887, -4.3610], [0.8144, -2.5823, -0.7926], [-0.8366, -3.1803, -0.5428], [0.7146, -1.1205, -1.8353], [1.9437, -3.8037, -1.5060], [1.2212, -2.2310, 0.1557], [-0.1270, 1.2029, 0.5010], [-1.6495, 0.3602, 0.2165], [1.0515, 0.1602, 1.3689], [-0.3072, 2.7600, 1.4568], [0.2869, 1.3730, -0.4929], [2.8281, 4.4941, -1.4004], [2.4525, 3.2328, -0.3387], [3.4059, 3.8360, -2.9118], [3.9802, 5.6004, -0.7174], [1.9225, 5.0835, -1.5436]],
  "lowdin_charge": [0.68, -0.65, -0.52, 1.05, 0.00, 0.01, 0.08, 0.07, 0.58, -0.67, -0.68, 0.62, 0.05, 0.03, 0.00, 0.07, 0.64, -0.72, -0.62, 0.53, 0.04, 0.02, 0.06, 0.06, -1.47, 0.52, 0.45, 0.52, -0.04, -1.47, 0.56, 0.54, 0.49, -0.04, -1.61, 0.62, 0.57, 0.60, 0.04],
  "multiplicity": 2,
  "total_charge": 1,
  "relative_energy_kcal_mol": 0.0,
  "s2": 0.753,
  "e_lumo_ev": [-4.3388, -9.8409]
}


{
  "formula": "C26H50ClF9NO15P3S2",
  "method": "the ωB97M-V functional and the def2-TZVPD basis",
  "elements": ["N", "C", "C", "C", "C", "C", "C", "C", "C", "C", "S", "O", "O", "Cl", "O", "S", "O", "O", "O", "C", "P", "O", "C", "F", "F", "C", "F", "F", "C", "F", "F", "C", "F", "F", "F", "H", "H", "H", "H", "H", "H", "H", "H", "H", "H", "H", "H", "H", "H", "H", "H", "H", "H", "H", "H", "C", "C", "O", "P", "O", "O", "C", "C", "O", "C", "C", "H", "H", "H", "H", "H", "H", "H", "H", "H", "H", "H", "H", "H", "H", "H", "C", "C", "O", "P", "O", "O", "C", "C", "O", "C", "C", "H", "H", "H", "H", "H", "H", "H", "H", "H", "H", "H", "H", "H", "H", "H"],
  "xyz": [[5.4279, -1.3833, 3.0508], [5.3555, -2.8151, 3.3740], [5.3978, -3.6893, 2.1186], [4.1065, -3.5371, 1.2172], [3.6998, -4.9522, 0.7430], [2.6099, -5.0174, -0.3663], [3.0489, -5.5551, -1.7894], [4.5490, -5.3937, -2.1098], [5.1258, -3.9660, -1.9440], [5.7949, -3.4016, -3.2169], [6.6255, -1.8659, -2.6552], [7.8559, -2.2290, -2.0196], [5.7869, -1.1866, -1.7064], [6.8889, -0.5876, -4.2357], [1.8336, -6.2014, 0.1135], [0.3791, -6.2637, -0.6232], [-0.7007, -6.6834, 0.1851], [0.4275, -7.1125, -1.7668], [0.3880, -4.6666, -1.0285], [1.4423, -3.9538, -0.3328], [0.7522, -3.8826, 1.4506], [-0.7094, -4.0407, 1.5022], [1.5910, -2.6463, -1.1155], [2.2174, -2.8002, -2.2992], [2.3715, -1.7681, -0.4241], [0.2522, -1.9008, -1.4505], [-0.1759, -2.4232, -2.6246], [-0.7278, -2.1074, -0.5713], [0.4131, -0.3643, -1.7224], [1.5077, -0.0796, -2.4190], [-0.6078, -0.0431, -2.5519], [0.2307, 0.5532, -0.4658], [1.0091, 1.6272, -0.6596], [-1.0089, 1.0192, -0.3641], [0.5258, -0.0193, 0.6888], [5.2365, -0.8727, 3.9055], [4.7370, -1.1700, 2.3375], [6.2596, -3.0566, 3.9604], [4.4803, -3.0986, 3.9920], [6.2540, -3.4119, 1.4794], [5.5216, -4.7598, 2.3456], [4.3818, -2.8381, 0.4195], [3.3533, -3.0316, 1.8461], [3.2866, -5.4644, 1.6244], [4.6143, -5.4988, 0.4889], [2.8439, -6.6320, -1.8254], [2.4187, -5.1365, -2.5880], [4.7673, -5.7725, -3.1224], [5.1032, -6.0672, -1.4378], [4.4272, -3.2098, -1.5766], [5.9300, -4.0232, -1.1896], [5.0953, -3.1413, -4.0204], [6.6152, -4.0548, -3.5435], [1.0832, -2.6013, 1.9650], [1.3224, -4.8572, 2.2941], [-1.6830, 3.9917, 1.5350], [-1.7984, 5.1755, 2.4828], [-0.5033, 5.6549, 2.8128], [0.2596, 6.7929, 1.9043], [-0.7754, 7.8697, 1.7943], [1.2442, 7.4515, 3.0308], [1.2815, 8.8598, 3.2505], [0.4539, 9.2204, 4.4670], [1.4902, 5.7082, 1.5853], [1.5000, 5.0182, 0.3358], [1.0928, 5.8807, -0.8408], [-1.3372, 4.3314, 0.5545], [-2.6458, 3.4955, 1.3988], [-0.9597, 3.2639, 1.9069], [-2.4286, 5.9510, 2.0411], [-2.2695, 4.8689, 3.4181], [0.9529, 9.4082, 2.3677], [2.3253, 9.1297, 3.4264], [-0.5809, 8.8973, 4.3498], [0.4672, 10.2979, 4.6408], [0.8448, 8.7170, 5.3530], [0.8646, 4.1327, 0.4115], [2.5214, 4.6646, 0.1821], [0.0334, 6.1597, -0.7762], [1.2381, 5.3454, -1.7794], [1.6751, 6.8041, -0.8655], [-3.9852, -1.0124, -0.9934], [-4.5896, 0.1122, -0.1732], [-5.4476, 0.9226, -0.9673], [-7.0496, 0.5651, -1.0962], [-7.4592, 0.4237, 0.3373], [-7.6405, 2.0551, -1.4203], [-8.7010, 2.6159, -0.6501], [-8.1473, 3.5899, 0.3696], [-6.9364, 0.3539, -2.7500], [-6.8712, -0.9702, -3.2881], [-7.7710, -1.9546, -2.5700], [-4.7497, -1.7468, -1.2635], [-3.2077, -1.5288, -0.4291], [-3.5552, -0.6276, -1.9203], [-5.1131, -0.2913, 0.6963], [-3.7945, 0.7617, 0.1980], [-9.3005, 1.8394, -0.1753], [-9.3555, 3.1478, -1.3445], [-7.4334, 3.1019, 1.0339], [-8.9494, 4.0200, 0.9722], [-7.6125, 4.3987, -0.1315], [-5.8326, -1.3132, -3.2845], [-7.1786, -0.8983, -4.3328], [-7.4176, -2.1374, -1.5476], [-7.7881, -2.9121, -3.0910], [-8.7908, -1.5703, -2.5018]],
  "lowdin_charge": [0.00, -0.30, -0.18, -0.19, -0.11, -0.32, -0.09, -0.16, -0.23, -0.23, 0.32, -0.33, -0.36, 0.38, -0.22, 0.65, -0.19, -0.22, -0.17, -0.32, 0.82, -0.38, -0.37, 0.15, 0.12, -0.34, 0.15, 0.16, -0.33, 0.18, 0.15, -0.54, 0.17, 0.18, 0.18, 0.07, 0.06, 0.11, 0.11, 0.12, 0.11, 0.09, 0.08, 0.12, 0.12, 0.12, 0.13, 0.12, 0.11, 0.07, 0.12, 0.11, 0.11, 0.04, 0.06, -0.08, -0.28, -0.20, 0.60, -0.23, -0.21, -0.30, -0.08, -0.18, -0.29, -0.08, 0.06, 0.08, 0.08, 0.11, 0.12, 0.10, 0.11, 0.07, 0.08, 0.08, 0.08, 0.12, 0.07, 0.08, 0.09, -0.07, -0.28, -0.20, 0.60, -0.23, -0.21, -0.30, -0.08, -0.18, -0.29, -0.09, 0.07, 0.07, 0.08, 0.11, 0.11, 0.10, 0.11, 0.07, 0.08, 0.08, 0.10, 0.12, 0.07, 0.08, 0.09],
  "e_lumo_ev": -0.4470
}